Run a
Density functional theory data (the ωB97M-V functional and the def2-TZVPD basis) for a 7-piece molecular cluster, C14H28O28S7 overall.

```
! RIJCOSX wB97M-V def2-TZVPD def2/J DEFGRID3
* xyz 0 1
O 18.000 14.657 -1.596
S 16.743 15.398 -1.862
O 15.478 14.893 -1.226
O 17.053 16.943 -1.162
C 17.754 17.796 -1.998
C 17.354 17.253 -3.469
O 16.652 16.044 -3.354
H 17.470 18.846 -2.073
H 18.807 17.520 -1.944
H 18.117 17.176 -4.244
H 16.722 17.951 -4.019
O 17.290 3.404 -0.103
S 18.284 4.019 0.828
O 18.265 3.790 2.246
O 19.807 3.822 0.140
C 20.637 5.006 0.313
C 19.670 6.097 0.667
O 18.375 5.625 0.453
H 21.162 4.952 1.267
H 21.369 5.146 -0.483
H 19.742 7.133 0.336
H 19.548 6.276 1.735
O 17.918 -7.440 5.182
S 16.755 -6.694 5.654
O 15.741 -7.326 6.525
O 17.205 -5.225 6.203
C 16.437 -4.003 5.771
C 15.467 -4.641 4.776
O 15.983 -5.944 4.466
H 16.007 -3.551 6.665
H 17.146 -3.287 5.356
H 15.412 -4.096 3.834
H 14.532 -4.974 5.227
O 17.519 12.646 5.658
S 18.778 13.224 6.040
O 19.999 12.367 6.005
O 18.986 14.662 5.224
C 18.662 15.750 5.969
C 18.914 15.335 7.451
O 18.631 13.955 7.530
H 19.243 16.632 5.701
H 17.582 15.886 5.910
H 18.213 15.822 8.128
H 19.928 15.504 7.814
O 11.287 -4.309 -5.600
S 10.563 -4.293 -4.307
O 9.799 -5.511 -4.107
O 11.516 -3.923 -3.060
C 11.020 -2.740 -2.401
C 10.189 -1.962 -3.462
O 9.622 -2.953 -4.266
H 10.370 -3.070 -1.591
H 11.944 -2.258 -2.080
H 10.862 -1.371 -4.083
H 9.524 -1.155 -3.152
O 25.425 8.635 -5.633
S 26.149 9.828 -5.265
O 26.428 10.062 -3.814
O 27.453 9.925 -6.242
C 27.839 11.271 -6.465
C 26.452 11.881 -6.830
O 25.522 11.223 -5.990
H 28.282 11.752 -5.593
H 28.534 11.562 -7.253
H 26.099 11.632 -7.830
H 26.324 12.962 -6.786
O 21.610 -1.168 2.147
S 22.861 -1.304 2.889
O 23.342 -2.659 3.203
O 24.144 -0.389 2.254
C 24.882 0.352 3.200
C 23.955 0.514 4.462
O 22.812 -0.365 4.276
H 25.944 0.124 3.293
H 24.889 1.272 2.616
H 23.538 1.519 4.528
H 24.547 0.269 5.343
*
```

## Properties
LUMO level (eV): 0.278
Gap between HOMO and LUMO (eV): 11.1


Run b
Density functional theory data (the ωB97M-V functional and the def2-TZVPD basis) for a 7-piece molecular cluster, C14H28O28S7 overall.

```
! RIJCOSX wB97M-V def2-TZVPD def2/J DEFGRID3
* xyz 0 1
O 1.630 -4.670 -0.987
S 1.165 -3.626 -1.814
O 0.811 -2.347 -1.337
O 2.228 -3.549 -3.016
C 1.669 -3.922 -4.279
C 0.432 -4.738 -3.917
O -0.047 -4.148 -2.712
H 1.430 -3.083 -4.925
H 2.409 -4.573 -4.745
H 0.660 -5.799 -3.803
H -0.350 -4.667 -4.672
O -6.601 -1.937 3.404
S -6.237 -0.731 2.747
O -6.339 0.494 3.429
O -4.791 -0.890 2.120
C -4.861 -1.575 0.856
C -6.271 -1.216 0.295
O -7.019 -0.631 1.365
H -4.132 -1.114 0.201
H -4.780 -2.636 1.071
H -6.774 -2.084 -0.117
H -6.128 -0.436 -0.446
O 0.376 1.214 -3.521
S 1.238 0.232 -4.031
O 0.686 -0.989 -4.512
O 2.190 0.828 -5.148
C 3.505 0.261 -5.056
C 3.591 -0.449 -3.691
O 2.393 -0.119 -3.015
H 3.598 -0.416 -5.906
H 4.265 1.025 -5.202
H 4.448 -0.121 -3.110
H 3.683 -1.525 -3.840
O -4.800 0.440 -3.764
S -4.469 -0.861 -3.329
O -5.417 -1.621 -2.598
O -3.917 -1.732 -4.525
C -2.490 -1.942 -4.418
C -2.203 -1.844 -2.939
O -3.103 -0.799 -2.486
H -2.224 -2.888 -4.876
H -2.034 -1.111 -4.955
H -1.207 -1.453 -2.766
H -2.451 -2.727 -2.354
O -1.195 1.631 2.940
S -0.061 1.061 2.358
O 1.000 0.596 3.171
O -0.515 -0.142 1.400
C -0.626 0.349 0.073
C 0.487 1.349 -0.047
O 0.569 2.000 1.233
H -0.576 -0.366 -0.746
H -1.621 0.786 -0.078
H 0.456 2.037 -0.886
H 1.440 0.811 -0.143
O 5.754 4.455 4.303
S 4.587 4.049 3.632
O 3.512 4.949 3.485
O 5.002 3.407 2.239
C 4.286 2.196 1.985
C 4.104 1.577 3.379
O 4.012 2.694 4.268
H 3.336 2.401 1.491
H 4.924 1.567 1.372
H 4.997 0.998 3.613
H 3.179 1.014 3.456
O -0.016 4.129 3.855
S -0.334 3.910 5.222
O -1.587 4.365 5.665
O -0.132 2.381 5.605
C 1.200 2.112 5.992
C 1.751 3.416 6.558
O 0.828 4.452 6.151
H 1.182 1.323 6.740
H 1.815 1.769 5.161
H 2.727 3.760 6.230
H 1.753 3.438 7.649
*
```

## Properties
LUMO level (eV): -0.498
Gap between HOMO and LUMO (eV): 9.9


In order of decreasing stability: run b, run a.


Run a
Density functional theory data (the ωB97M-V functional and the def2-TZVPD basis) for C40H18BF25GeN4OPtS2 as an isolated structure.

```
! RIJCOSX wB97M-V def2-TZVPD def2/J DEFGRID3
* xyz 0 1
Pt 0.554 0.541 -1.019
S -2.649 7.173 0.630
N -1.791 6.199 1.585
C -1.403 5.179 0.836
C -0.585 4.067 1.276
C -0.088 3.969 2.580
C 0.700 2.893 2.899
C 0.981 1.936 1.919
N 0.505 2.016 0.689
C -0.273 3.068 0.359
C -0.780 3.141 -1.006
N -0.473 2.135 -1.845
C -0.766 2.211 -3.136
C -1.473 3.287 -3.655
C -1.876 4.297 -2.810
C -1.514 4.234 -1.465
C -1.848 5.267 -0.506
N -2.564 6.352 -0.755
H -0.332 4.738 3.301
H 1.119 2.766 3.887
H 1.603 1.083 2.144
H -0.433 1.391 -3.755
H -1.692 3.305 -4.712
H -2.441 5.149 -3.165
F 3.011 0.155 2.848
B 3.760 -0.022 1.646
F 3.936 -1.385 1.416
F 4.951 0.671 1.738
F 2.970 0.527 0.594
C -0.465 -3.595 -4.218
C -1.122 -2.211 -4.321
C -0.905 -1.638 -5.726
C -2.622 -2.327 -4.024
C -0.498 -1.325 -3.326
C 0.014 -0.620 -2.498
H -0.919 -4.277 -4.941
H -0.598 -4.011 -3.219
H 0.604 -3.532 -4.421
H -1.350 -2.300 -6.471
H 0.158 -1.535 -5.944
H -1.373 -0.656 -5.822
H -3.100 -2.965 -4.770
H -3.101 -1.347 -4.052
H -2.793 -2.760 -3.037
F 1.348 -3.947 1.553
C 1.806 -3.370 2.675
C 1.120 -2.291 3.202
C 1.643 -1.702 4.341
F 1.062 -0.622 4.873
C 2.787 -2.182 4.945
F 3.273 -1.596 6.037
C 3.442 -3.273 4.398
F 4.543 -3.736 4.971
C 2.951 -3.877 3.252
F 3.581 -4.921 2.721
Ge -0.385 -1.629 2.193
S 0.216 -1.358 0.020
C -1.509 -0.279 3.062
C -2.137 0.776 2.423
F -2.029 0.935 1.100
C -2.933 1.685 3.097
F -3.496 2.705 2.445
C -3.154 1.520 4.452
F -3.921 2.380 5.111
C -2.601 0.435 5.113
F -2.851 0.246 6.405
C -1.804 -0.448 4.407
F -1.341 -1.522 5.052
C -1.678 -3.083 1.864
C -2.679 -2.876 0.926
F -2.792 -1.674 0.339
C -3.597 -3.845 0.576
F -4.538 -3.599 -0.336
C -3.536 -5.080 1.199
F -4.412 -6.026 0.886
C -2.571 -5.318 2.162
F -2.525 -6.499 2.775
C -1.663 -4.322 2.482
F -0.764 -4.601 3.430
C 4.373 1.469 -1.725
C 3.099 1.551 -2.559
O 1.960 1.785 -1.781
C 3.012 0.308 -3.458
F 1.978 0.361 -4.313
F 4.117 0.155 -4.198
F 2.875 -0.794 -2.714
C 3.157 2.826 -3.444
F 2.032 3.007 -4.161
F 4.177 2.812 -4.310
F 3.301 3.911 -2.674
H 4.342 0.585 -1.098
H 4.427 2.341 -1.080
H 5.253 1.433 -2.368
*
```

## Properties
LUMO level (eV): -2.960
Gap between HOMO and LUMO (eV): 6.5


Run b
Density functional theory data (the ωB97M-V functional and the def2-TZVPD basis) for C40H18BF25GeN4OPtS2 as an isolated structure.

```
! RIJCOSX wB97M-V def2-TZVPD def2/J DEFGRID3
* xyz 0 1
Pt 0.175 -0.933 0.855
S -3.590 -3.732 6.808
N -3.227 -2.200 6.459
C -2.615 -2.211 5.287
C -2.132 -1.042 4.579
C -2.215 0.267 5.061
C -1.710 1.288 4.291
C -1.150 0.998 3.047
N -1.087 -0.235 2.580
C -1.539 -1.247 3.337
C -1.353 -2.594 2.802
N -0.724 -2.693 1.623
C -0.579 -3.869 1.028
C -1.040 -5.039 1.626
C -1.652 -4.971 2.856
C -1.829 -3.725 3.457
C -2.479 -3.513 4.737
N -2.994 -4.463 5.500
H -2.663 0.455 6.027
H -1.744 2.315 4.622
H -0.761 1.774 2.401
H -0.089 -3.862 0.065
H -0.894 -5.980 1.116
H -2.011 -5.860 3.357
F -0.791 -1.957 -1.165
B -2.199 -1.625 -1.177
F -2.937 -2.687 -1.625
F -2.344 -0.476 -1.948
F -2.512 -1.294 0.173
C 4.310 -0.533 -2.512
C 3.330 -1.713 -2.449
C 2.582 -1.835 -3.783
C 4.091 -3.012 -2.164
C 2.346 -1.463 -1.379
C 1.545 -1.263 -0.503
H 5.022 -0.688 -3.325
H 4.871 -0.441 -1.580
H 3.777 0.401 -2.690
H 3.285 -2.081 -4.582
H 2.092 -0.894 -4.033
H 1.822 -2.616 -3.732
H 4.809 -3.200 -2.965
H 3.405 -3.858 -2.107
H 4.635 -2.949 -1.223
F 1.974 2.114 -2.653
C 1.154 1.632 -3.597
C -0.203 1.513 -3.340
C -0.989 1.041 -4.383
F -2.310 0.935 -4.273
C -0.450 0.693 -5.611
F -1.235 0.249 -6.591
C 0.910 0.821 -5.825
F 1.437 0.496 -6.999
C 1.720 1.304 -4.812
F 3.030 1.452 -5.018
Ge -0.845 2.005 -1.567
S 0.500 1.231 0.043
C -2.792 2.091 -1.397
C -3.542 1.565 -0.364
F -2.950 0.999 0.690
C -4.923 1.640 -0.340
F -5.612 1.120 0.676
C -5.587 2.287 -1.367
F -6.912 2.377 -1.350
C -4.865 2.872 -2.393
F -5.497 3.528 -3.364
C -3.487 2.772 -2.381
F -2.809 3.388 -3.361
C -0.367 3.903 -1.219
C -0.584 4.438 0.040
F -1.221 3.716 0.982
C -0.225 5.724 0.395
F -0.461 6.186 1.623
C 0.370 6.541 -0.551
F 0.717 7.783 -0.237
C 0.577 6.061 -1.832
F 1.124 6.850 -2.753
C 0.202 4.765 -2.145
F 0.405 4.384 -3.411
C 3.402 -0.070 1.846
C 2.650 -1.104 2.668
O 1.286 -1.238 2.429
C 2.655 -0.634 4.153
F 2.076 -1.511 4.981
F 3.896 -0.410 4.601
F 1.972 0.517 4.258
C 3.307 -2.500 2.548
F 2.687 -3.416 3.305
F 4.596 -2.468 2.919
F 3.256 -2.938 1.289
H 2.939 0.906 1.985
H 3.347 -0.335 0.793
H 4.442 -0.020 2.161
*
```

## Properties
LUMO level (eV): -2.531
Gap between HOMO and LUMO (eV): 6.6


In order of decreasing stability: run b, run a.


Run a
Density functional theory data (the ωB97M-V functional and the def2-TZVPD basis) for C6H15N4 as an isolated structure.

```
! RIJCOSX wB97M-V def2-TZVPD def2/J DEFGRID3
* xyz 1 1
C 0.878 -0.567 0.832
C -0.221 -1.711 1.201
C 0.203 1.589 -0.066
C 0.815 1.428 2.260
C 0.801 0.543 -2.237
C -1.423 0.281 -1.255
N -1.451 -1.495 -0.759
N 0.632 0.847 0.953
N -1.479 -1.831 0.561
N -0.186 0.885 -1.219
H 1.691 -0.812 1.516
H 1.214 -0.777 -0.180
H 0.396 -2.599 0.995
H -0.430 -1.686 2.270
H -0.228 2.561 0.130
H 0.649 2.501 2.228
H 0.101 0.981 2.955
H 1.822 1.236 2.634
H 1.746 1.027 -2.002
H 0.967 -0.532 -2.332
H 0.459 0.919 -3.203
H -0.666 -1.878 -1.311
H -2.125 0.686 -0.535
H -1.829 0.185 -2.259
H -2.338 -1.781 -1.177
*
```

## Properties
LUMO level (alpha / beta) (eV): -4.847 / -4.848
Gap between HOMO and LUMO (alpha / beta) (eV): 5.8 / 5.8


Run b
Density functional theory data (the ωB97M-V functional and the def2-TZVPD basis) for an isolated ion of composition C6H15N4 and charge +1.

```
! RIJCOSX wB97M-V def2-TZVPD def2/J DEFGRID3
* xyz 1 1
N 1.068 1.432 3.136
N 0.387 1.031 2.118
C 0.330 1.940 1.064
C 0.806 1.383 -0.284
C -0.027 0.285 -0.846
C -0.965 -0.246 0.185
C -1.767 -1.398 -0.432
N -1.005 -2.268 -1.263
C 0.293 -1.972 -1.882
N 0.803 -0.707 -1.425
H 1.219 0.684 3.783
H 1.773 2.162 3.152
H 1.132 2.761 1.266
H -0.675 2.348 0.886
H 0.949 2.154 -1.015
H 1.752 0.977 0.079
H -0.542 0.826 -1.804
H -1.531 0.568 0.438
H -0.462 -0.456 1.032
H -2.010 -2.036 0.364
H -2.695 -0.987 -0.821
H -1.555 -2.755 -1.983
H 1.005 -2.876 -1.810
H 0.081 -2.024 -2.958
H 1.635 -0.827 -0.982
*
```

## Properties
LUMO level (alpha / beta) (eV): -6.981 / -6.980
Gap between HOMO and LUMO (alpha / beta) (eV): 3.6 / 3.6


In order of decreasing stability: run a, run b.


Run a
Density functional theory data (the ωB97M-V functional and the def2-TZVPD basis) for a 2-piece molecular cluster, C2H9NOS overall.

```
! RIJCOSX wB97M-V def2-TZVPD def2/J DEFGRID3
* xyz 0 1
N -1.230 -0.505 0.652
C 0.038 -0.115 0.086
C -0.148 0.374 -1.330
S 1.311 1.303 -1.935
H -1.882 0.271 0.694
H -1.220 -0.735 1.642
H 0.522 0.707 0.644
H 0.737 -0.951 0.091
H -1.001 1.046 -1.422
H -0.377 -0.424 -2.030
H 1.656 0.580 -3.018
O -1.090 -1.891 3.634
H -0.147 -2.048 3.551
H -1.353 -2.310 4.449
*
```

## Properties
LUMO level (eV): 0.697
Gap between HOMO and LUMO (eV): 9.7


Run b
Density functional theory data (the ωB97M-V functional and the def2-TZVPD basis) for a 2-piece molecular cluster, C2H9NOS overall.

```
! RIJCOSX wB97M-V def2-TZVPD def2/J DEFGRID3
* xyz 0 1
N 1.398 0.846 0.468
C 1.733 0.576 -0.902
O 0.659 -0.118 -1.471
H 1.697 1.762 0.774
H 0.396 0.794 0.585
H 1.906 1.467 -1.520
H 2.635 -0.034 -0.990
H 1.024 -0.890 -1.846
C -2.244 -0.453 0.562
S -1.585 -1.924 1.438
H -3.303 -0.460 0.815
H -1.879 0.429 1.047
H -2.101 -0.536 -0.501
H -0.335 -1.457 1.542
*
```

## Properties
LUMO level (eV): 0.858
Gap between HOMO and LUMO (eV): 9.8


In order of decreasing stability: run a, run b.